Density functional theory data (wB97M-V/def2-TZVPD) for a single C18H18ClN3O2 molecule.

Structure (ORCA input):
```
! RIJCOSX wB97M-V def2-TZVPD def2/J DEFGRID3
* xyz 0 1
C -3.27224 -2.56811 0.78746
C -2.91243 -1.15611 0.44849
C -3.97286 -0.11850 0.70295
C -3.50608 1.27669 0.39829
C -2.67748 1.94534 1.28991
C -2.23058 3.22370 1.01135
C -2.60968 3.85157 -0.16327
C -3.43438 3.19231 -1.05740
C -3.87793 1.91141 -0.77768
N -1.82112 -0.74493 -0.04959
N -0.75974 -1.58460 -0.28766
C -0.18388 -2.42392 0.59640
O -0.58099 -2.66067 1.72119
C 1.10933 -3.04592 0.03648
N 2.20485 -2.10064 0.07892
C 2.36045 -1.15470 -0.87079
O 1.59979 -1.06245 -1.82269
C 3.54543 -0.26501 -0.70869
C 4.16375 0.21084 -1.86132
C 5.26770 1.03777 -1.76943
C 5.75915 1.41245 -0.53048
C 5.12471 0.95603 0.61474
Cl 5.71563 1.43720 2.16705
C 4.02322 0.12004 0.53977
H -2.75297 -2.87273 1.69736
H -2.93828 -3.23620 -0.00715
H -4.34410 -2.67603 0.92950
H -4.84717 -0.36779 0.09512
H -4.26691 -0.19774 1.75405
H -2.37865 1.45621 2.20565
H -1.58531 3.73361 1.71212
H -2.26244 4.85113 -0.38071
H -3.73280 3.67637 -1.97612
H -4.51979 1.40073 -1.48165
H -0.19486 -1.27545 -1.08066
H 1.36593 -3.91654 0.63996
H 0.95197 -3.34141 -1.00478
H 2.80581 -2.11162 0.88592
H 3.76298 -0.08028 -2.81986
H 5.74940 1.39802 -2.66538
H 6.61853 2.05896 -0.44854
H 3.53406 -0.18903 1.45117
*
```

Relative energy (zero: lowest compared OMol25 entry of this formula, charge and spin) in eV: 1.371
SMILES: C/C(Cc1ccccc1)=N\NC(=O)CNC(=O)c1cccc(Cl)c1
HOMO level in eV: -8.6198
HOMO-LUMO gap in eV: 9.0
E_tot in Eh: -1471.6733

Here are the natural (NBO) charges for atoms 1 to 2, given in e:
1. C -0.7059
2. C 0.3205

Density functional theory data (wB97M-V/def2-TZVPD) for a molecular structure, C18H18IOPb in a non-equilibrium geometry.

Structure (ORCA input):
```
! RIJCOSX wB97M-V def2-TZVPD def2/J DEFGRID3
* xyz 1 1
C -0.75342 3.81490 2.36977
C 0.33534 3.12266 2.94656
C 1.18035 2.66391 1.91108
H 0.46738 2.84248 3.99621
C 0.56561 3.06985 0.66244
C -0.64128 3.75479 0.97786
H -1.38009 4.20982 0.32868
H -1.59380 4.27180 2.86824
H 2.02678 1.96031 2.07967
H 0.90658 2.80305 -0.33877
C -2.52304 -0.49328 2.86353
C -2.91383 0.71099 3.45203
C -3.51505 1.54640 2.49214
H -2.71322 0.95931 4.48980
C -3.57238 0.82397 1.26719
C -2.99355 -0.46639 1.48552
H -2.71823 -1.20081 0.71787
H -1.91366 -1.24369 3.39163
H -3.87570 2.53805 2.69486
H -3.95861 1.21862 0.33504
Pb -0.44106 0.56591 1.31596
O 0.84222 -0.77009 -0.73336
C 2.20199 -1.09575 -0.41605
C 1.85865 -0.86489 -1.84191
H 2.70814 -0.28539 0.08941
H 2.43380 -2.10652 -0.14166
H 2.18729 0.13672 -2.27908
H 3.14937 -1.02437 -4.24731
C 2.54779 -1.93590 -4.04642
C 1.78514 -1.94921 -2.80863
C 1.06460 -3.16783 -2.53332
H 0.48107 -3.22607 -1.60465
C 1.04352 -4.23669 -3.45149
H 0.43649 -5.12280 -3.21385
C 1.77924 -4.16781 -4.65343
H 1.76596 -5.01648 -5.36105
C 2.54744 -3.01486 -4.96056
H 3.14107 -2.95638 -5.90029
I -1.94892 3.33166 5.79636
*
```

Relative energy (zero: lowest compared OMol25 entry of this formula, charge and spin) in eV: 0.000
HOMO level (spin up / spin down) in eV: -11.4495 / -11.3546
HOMO-LUMO gap (spin up / spin down) in eV: 5.6 / 4.8
E_tot in Eh: -1262.0239

Here are the natural (NBO) charges for atoms 1 to 2, given in e:
1. C -0.3176
2. C -0.2676

Density functional theory data (wB97M-V/def2-TZVPD) for a single C18H18N2OS molecule.

Structure (ORCA input):
```
! RIJCOSX wB97M-V def2-TZVPD def2/J DEFGRID3
* xyz 0 1
C -0.02473 -0.66138 3.00865
S 0.04284 0.62429 1.71982
C -1.18527 0.03128 0.59742
C -1.15534 -1.11276 -0.16271
C -0.11992 -2.18370 -0.23851
C 1.29961 -1.69904 0.06565
O 2.00390 -2.26626 0.87028
N 1.66809 -0.64988 -0.71240
C 2.85279 0.09393 -0.66968
C 3.97360 -0.31393 0.04515
C 5.11592 0.46573 0.02975
C 5.15852 1.64562 -0.69270
C 4.04213 2.05162 -1.40486
C 2.89527 1.28226 -1.39504
N -2.31877 -1.20269 -0.89392
C -2.67225 -2.29408 -1.75796
C -3.09393 -0.10204 -0.63203
C -4.33668 0.27725 -1.12632
C -4.87687 1.45898 -0.66610
C -4.20584 2.25773 0.26365
C -2.97358 1.89448 0.75598
C -2.40870 0.70350 0.30700
H 0.46203 -0.23872 3.88156
H -1.06331 -0.88737 3.22891
H 0.51226 -1.54580 2.67947
H -0.10702 -2.61671 -1.24308
H -0.34623 -2.98929 0.46829
H 0.93398 -0.22381 -1.26334
H 3.94170 -1.22829 0.61272
H 5.98174 0.14459 0.58963
H 6.05462 2.24776 -0.69999
H 4.06296 2.97244 -1.96892
H 2.02142 1.60382 -1.94527
H -2.51308 -3.24936 -1.25434
H -3.72462 -2.21290 -2.01942
H -2.08383 -2.27800 -2.68080
H -4.86888 -0.32338 -1.84920
H -5.84139 1.77689 -1.03343
H -4.66822 3.17519 0.59586
H -2.44383 2.50503 1.47067
*
```

Relative energy (zero: lowest compared OMol25 entry of this formula, charge and spin) in eV: 0.481
SMILES: CSc1c(CC(=O)Nc2ccccc2)n(C)c2ccccc12
HOMO level in eV: -7.8985
HOMO-LUMO gap in eV: 8.4
E_tot in Eh: -1279.6881

Here are the natural (NBO) charges for atoms 1 to 2, given in e:
1. C -0.7299
2. S 0.2283

Density functional theory data (wB97M-V/def2-TZVPD) for a molecular structure, C18H18N4O5 in a non-equilibrium geometry.

Structure (ORCA input):
```
! RIJCOSX wB97M-V def2-TZVPD def2/J DEFGRID3
* xyz 0 1
C -5.28803 -2.51254 0.73830
C -5.83343 -1.14480 0.71399
C -5.64866 -0.27335 -0.62281
C -4.28782 -0.16289 -0.94794
O -3.74831 -0.84419 -1.99437
N -3.80650 0.66495 -0.00460
C -2.52190 1.06170 0.15447
C -1.47923 0.76440 -1.02686
C -0.21552 1.23332 -0.90033
C 0.23290 2.08176 0.16994
C -0.84909 2.78583 1.07351
C -2.18669 2.21722 0.86523
H -2.80990 2.29703 1.54589
H -0.49198 3.39901 1.84207
C 1.54646 2.65954 0.22337
O 1.73925 3.69504 1.03352
N 2.60104 1.72121 -0.06994
N 3.83294 2.30778 0.01575
C 5.12022 1.75404 -0.16529
O 6.06806 2.24115 0.08120
C 4.84169 0.16073 -0.38660
C 3.85987 -0.50900 0.57134
C 3.95585 -1.86552 0.28093
C 4.77695 -2.55401 -0.47771
C 5.75549 -1.66197 -1.58387
C 5.86985 -0.43728 -1.17022
H 6.51997 -0.03356 -1.68041
H 6.49154 -2.14025 -2.05011
H 4.71366 -3.71177 -0.66055
N 3.03300 -2.81162 1.02493
O 3.11927 -3.86624 0.85139
O 2.10327 -2.20352 1.43617
H 3.33308 -0.13118 1.15881
H 3.88216 3.22179 0.15735
H 2.36918 1.00562 -0.69434
H 0.59853 1.06440 -1.49609
H -1.69965 0.04472 -1.84419
H -4.34774 1.16722 0.92631
H -6.34105 0.64190 -0.52176
H -6.35391 -0.81194 -1.32049
H -5.47656 -0.64775 1.70914
H -7.19495 -1.17150 1.15171
H -5.86889 -3.14093 -0.12415
H -5.53971 -3.18905 1.61459
H -4.37470 -2.36549 0.40274
*
```

Relative energy (zero: lowest compared OMol25 entry of this formula, charge and spin) in eV: 20.529
HOMO level in eV: -8.4199
HOMO-LUMO gap in eV: 7.6
E_tot in Eh: -1291.2830

Here are the natural (NBO) charges for atoms 1 to 2, given in e:
1. C -0.6358
2. C -0.3286

Density functional theory data (wB97M-V/def2-TZVPD) for a molecular structure, C18H18N4Pb.

Structure (ORCA input):
```
! RIJCOSX wB97M-V def2-TZVPD def2/J DEFGRID3
* xyz 4 1
Pb -0.04917 -1.15968 1.53537
C -0.59816 -0.22600 -1.59971
N 0.06166 0.39546 -0.41586
C -0.70503 1.62467 -0.04321
C -1.98254 1.30503 0.69030
C -3.06344 2.15961 0.61912
C -4.18926 1.88752 1.39256
C -4.21243 0.75771 2.19554
C -3.09700 -0.06235 2.20920
N -2.00398 0.20801 1.47512
C 1.45704 0.78262 -0.76067
C 2.35765 1.04656 0.41023
C 3.47255 1.96359 0.26506
C 4.34260 2.15420 1.31268
C 4.11855 1.44101 2.48678
C 2.97975 0.53800 2.55449
N 2.13393 0.36998 1.54435
C -0.33419 -1.67922 -1.83065
C -0.42495 -2.22619 -3.17189
C -0.24830 -3.57558 -3.37405
C 0.01791 -4.37334 -2.26529
C 0.08197 -3.75386 -0.95204
N -0.08931 -2.45045 -0.76166
H -0.36508 0.33778 -2.51006
H -1.68820 -0.14113 -1.46170
H -0.91978 2.21542 -0.93760
H -0.06635 2.24142 0.59670
H -3.03292 3.02776 -0.02696
H -5.03929 2.55719 1.36796
H -5.06665 0.50751 2.80920
H -3.07984 -0.94764 2.83448
H 1.45680 1.66332 -1.41314
H 1.93278 -0.02254 -1.33953
H 3.61021 2.50104 -0.66757
H 5.17891 2.83825 1.23020
H 4.77263 1.52943 3.34900
H 2.81120 -0.03941 3.45874
H -0.62392 -1.56563 -4.00974
H -0.31225 -4.00653 -4.36645
H 0.16020 -5.44640 -2.35169
H 0.24567 -4.37716 -0.07757
*
```

HOMO level (spin up / spin down) in eV: -21.4600 / -21.4620
HOMO-LUMO gap (spin up / spin down) in eV: 4.4 / 4.4
E_tot in Eh: -1106.9095

Here are the natural (NBO) charges for atoms 1 to 2, given in e:
1. Pb 1.5533
2. C -0.3322

Density functional theory data (wB97M-V/def2-TZVPD) for a molecular structure, C18H18N5O5RuS in a non-equilibrium geometry.

Structure (ORCA input):
```
! RIJCOSX wB97M-V def2-TZVPD def2/J DEFGRID3
* xyz 0 2
Ru 0.36057 -0.65387 0.19689
O 2.23189 -0.18958 0.68865
C 2.97068 0.67039 0.02007
C 4.11412 1.19067 0.66982
C 4.92203 2.10709 0.05347
C 4.65531 2.54643 -1.25191
C 3.57616 2.03189 -1.91637
C 2.71860 1.08056 -1.31841
C 1.68322 0.52188 -2.13545
N 0.86633 -0.38687 -1.71954
N 0.03351 -0.95188 -2.68470
C -0.88265 -1.66053 -2.08667
O -0.99714 -1.76381 -0.79452
C -1.88133 -2.37570 -2.91211
C -1.70739 -2.50035 -4.28780
C -2.65570 -3.16657 -5.04559
C -3.78107 -3.70559 -4.43588
C -3.95401 -3.58347 -3.06475
C -3.00496 -2.92260 -2.30121
H 4.32029 0.83597 1.67211
H 5.78569 2.49792 0.57717
H 5.30268 3.27357 -1.72142
H 3.35284 2.34208 -2.93017
H 1.57758 0.81726 -3.17485
H -0.82923 -2.07307 -4.75106
H -2.51631 -3.26733 -6.11409
H -4.52491 -4.21869 -5.03200
H -4.83009 -4.00664 -2.59088
H -3.12372 -2.82105 -1.23165
O -1.69971 2.50505 0.96050
N -0.98947 1.59797 0.59633
O 0.08462 1.73280 -0.01067
O -1.31370 0.36935 0.85518
C -2.20871 -0.24754 4.32494
N -1.02037 0.49946 3.99408
C -0.94463 1.93776 4.24182
C 0.44744 2.31373 3.70008
N 0.81521 1.10221 2.97946
C -0.02582 0.08971 3.21476
S 0.15039 -1.46211 2.52187
H -3.07452 0.19302 3.82555
H -2.36713 -0.23419 5.40397
H -2.08623 -1.27150 3.98452
H -1.07504 2.15664 5.30131
H -1.73220 2.43886 3.67359
H 1.16447 2.53585 4.49207
H 0.38875 3.16308 3.02118
H 1.70369 0.91175 2.54235
*
```

Relative energy (zero: lowest compared OMol25 entry of this formula, charge and spin) in eV: 1.397
HOMO level (spin up / spin down) in eV: -7.9884 / -7.9977
HOMO-LUMO gap (spin up / spin down) in eV: 7.3 / 7.4
E_tot in Eh: -1839.6783

Here are the natural (NBO) charges for atoms 1 to 2, given in e:
1. Ru 1.1443
2. O -0.6888